Arrangement P

Below is a single C2H5B molecule, with properties calculated with ωB97M-V with the def2-TZVPD basis set.

For the LUMO energy, the calculation gives 0.024 Ha. The calculation puts the frontier orbital gap at 10.20 eV. Its SMILES is B1CC1.

Geometry (Å):
C -0.61451 0.36922 0.03737
C 0.21529 -0.88632 0.05602
B 0.86278 0.53500 -0.07425
H 0.27306 -1.38380 0.99349
H 1.62248 1.55685 -0.07908
H -1.35278 0.66170 0.78430
H 0.06817 -1.53721 -0.87608
H -1.07449 0.68456 -0.84177

=====

Arrangement Q

Below is a single C2H5B molecule, with properties calculated with ωB97M-V with the def2-TZVPD basis set.

For the LUMO energy, the calculation gives -0.003 Ha. The calculation puts the frontier orbital gap at 10.40 eV. Its SMILES is BC=C.

Geometry (Å):
C -0.45084 0.08812 0.12428
C -0.35850 -0.90007 -0.77922
B 0.68493 0.73652 0.80880
H 0.47294 1.16938 1.82479
H 0.66211 -1.13562 -1.20036
H -1.57170 0.27031 0.49508
H 1.63125 0.69237 0.08646
H -1.28300 -1.31043 -1.03099

=====

Pick arrangement Q: it beats the second-best structure by 0.0126 hartree.

=====

Arrangement P

Below is a molecular structure, C2H5B, with properties calculated with ωB97M-V with the def2-TZVPD basis set.

For the LUMO energy, the calculation gives 0.004 Ha. The calculation puts the frontier orbital gap at 10.05 eV.

Geometry (Å):
C 0.12823 -0.82093 0.02463
C -0.38363 0.63935 0.11922
B 1.10323 0.31763 -0.03835
H -1.40421 0.85998 -0.86911
H 2.20752 0.74044 0.43293
H -0.02613 -1.36014 0.98469
H -0.13503 -1.29980 -0.79993
H -0.59880 0.91422 1.18540

=====

Arrangement Q

Below is a molecular structure, C2H5B, with properties calculated with ωB97M-V with the def2-TZVPD basis set.

For the LUMO energy, the calculation gives -0.021 Ha. The calculation puts the frontier orbital gap at 7.84 eV.

Geometry (Å):
C -0.26678 -0.12768 -1.30997
C -1.32938 0.15029 -2.02745
B 0.69446 0.03692 -0.30538
H 1.60439 0.22290 0.40848
H -1.63845 -0.25330 -3.02438
H -2.17830 0.62546 -1.59985
H 3.67959 1.83078 1.62407
H 2.91927 1.67455 1.46730

=====

Pick arrangement P: it beats the second-best structure by 0.0231 hartree.

=====

Arrangement P

Below is 5 unconnected molecules or ions with the total composition C4H19NO5, with properties calculated with ωB97M-V with the def2-TZVPD basis set.

For the LUMO energy, the calculation gives 0.022 Ha. The calculation puts the frontier orbital gap at 9.67 eV. Its SMILES is COC[C@H](C)N.O.O.O.O.

Geometry (Å):
O -5.47108 -1.37381 4.90855
O -2.03209 -4.93043 -3.30320
O -0.51725 -6.77279 4.21808
O 0.28351 2.95111 -2.08223
O -2.47470 -3.57232 1.42829
N 3.20328 2.51340 -2.11313
C -0.11683 1.71363 -1.53123
C 2.58234 2.89978 -0.93492
C 3.61817 3.79309 -0.15339
C 1.21131 3.65496 -1.31748
H 1.39935 4.48242 -2.00162
H -2.21725 -4.94145 -4.24226
H -1.13628 -5.25997 -3.23134
H -0.99171 1.27725 -2.01318
H 4.05993 4.65618 -0.65140
H -5.21348 -1.67684 5.77921
H 0.78960 4.15490 -0.44552
H -5.75475 -0.46960 5.04334
H 2.26611 2.11829 -0.24399
H 3.12131 4.30595 0.67014
H -0.85241 -6.00824 3.74971
H -3.30867 -3.17675 1.68175
H 2.72637 1.78828 -2.62971
H -0.31357 -7.40576 3.52953
H 0.66390 0.95697 -1.60883
H 2.95682 3.26937 -2.73592
H 4.44083 3.15648 0.17228
H -0.31917 1.73786 -0.46045
H -2.60351 -3.84194 0.51893

=====

Arrangement Q

Below is 5 unconnected molecules or ions with the total composition C4H19NO5, with properties calculated with ωB97M-V with the def2-TZVPD basis set.

For the LUMO energy, the calculation gives 0.021 Ha. The calculation puts the frontier orbital gap at 9.48 eV. Its SMILES is COC[C@H](C)N.O.O.O.O.

Geometry (Å):
O -34.66690 -25.09704 -17.40620
O -31.08251 -20.22340 -18.74905
O -41.03031 -24.27806 -24.49040
O -33.20619 -23.66743 -22.12957
O -31.58852 -26.31783 -24.48783
N -38.30744 -24.01400 -23.65906
C -39.42401 -24.19814 -22.71394
C -38.93949 -23.56042 -21.35532
C -40.71602 -23.68095 -23.26672
C -41.91195 -25.41793 -24.51488
H -39.76305 -23.62614 -20.64430
H -34.09574 -25.34139 -16.67797
H -35.42695 -24.69113 -16.98933
H -38.71802 -23.89920 -24.57468
H -38.72531 -22.49456 -21.43388
H -42.86842 -24.92322 -24.34592
H -40.60199 -22.60716 -23.41530
H -33.60851 -24.15513 -21.41088
H -31.38552 -20.64120 -17.94291
H -31.64823 -27.18851 -24.88101
H -41.59034 -23.71883 -22.61692
H -32.72215 -24.32733 -22.62604
H -30.98698 -25.83811 -25.05724
H -41.92735 -25.80194 -25.53488
H -31.61511 -20.61881 -19.43913
H -38.03990 -23.96157 -20.88850
H -37.71414 -23.19856 -23.60290
H -41.76640 -26.18684 -23.75615
H -39.43104 -25.28339 -22.61246

=====

Pick arrangement Q: it beats the second-best structure by 0.0086 hartree.